No. 1
Density functional theory data (the ωB97M-V functional and the def2-TZVPD basis) for a cluster of 2 separate species, C2H8N3O in total.

Each line ends with the Mulliken charge.
Cartesian coordinates (Å):
C1 0.648 1.007 -1.620  0.14
N1 1.807 1.700 -1.474  -0.34
O1 0.254 0.374 -0.632  -0.67
H1 0.158 1.089 -2.608  0.31
H2 2.143 1.995 -2.379  0.24
H3 2.302 2.087 -0.685  0.22
N2 0.095 -0.735 1.677  -0.25
C2 -0.971 -1.472 1.427  0.05
N3 -1.787 -1.188 0.416  -0.27
H4 0.385 0.032 1.038  0.34
H5 0.360 -0.631 2.647  0.28
H6 -1.215 -2.275 2.097  0.37
H7 -2.793 -1.409 0.394  0.25
H8 -1.387 -0.573 -0.299  0.34

Cartesian forces, eV/Å:
C 1.8798 0.4357 2.7592
N -0.6760 0.2482 -2.9031
O -1.3161 0.2078 -1.4104
H 0.2188 -0.3949 0.4222
H 0.3880 0.5583 0.2056
H -0.4768 -0.6871 0.3608
N -0.0419 0.0990 0.2302
C -0.7766 1.5784 -0.5694
N 0.2364 -0.3933 0.0446
H -0.4466 -0.7112 0.2665
H 0.4417 -0.6655 -0.0921
H -0.2969 0.0013 0.4310
H 1.1942 -0.4741 0.0158
H -0.3279 0.1974 0.2391

Computed properties:
E_LUMO	-0.124	hartree
spin multiplicity	1
max |F|	3.4	eV Å⁻¹
total energy	-320.2962	hartree
energy above the lowest of the compared OMol25 structures with the same formula, charge and spin	0.774	eV
total charge	+1
HOMO energy	-14.61	eV
gap between HOMO and LUMO	11.225	eV

No. 2
Density functional theory data (the ωB97M-V functional and the def2-TZVPD basis) for the ion C4H9N2 with charge +1.

Each line ends with the Mulliken charge.
Cartesian coordinates (Å):
C1 -3.320 0.033 0.222  -0.15
N1 -2.103 0.347 -0.038  -0.28
C2 -0.927 -0.167 -0.495  -0.18
C3 0.201 -0.299 0.243  -0.43
N2 1.551 -0.564 -0.249  -0.20
C4 2.285 0.656 0.187  -0.66
H1 -3.714 -1.031 0.174  0.24
H2 -4.027 0.814 0.492  0.28
H3 -0.904 0.021 -1.559  0.27
H4 0.019 -0.405 1.311  0.32
H5 1.873 -1.497 0.264  0.41
H6 1.581 -0.886 -1.268  0.41
H7 2.146 0.772 1.309  0.32
H8 3.409 0.627 -0.161  0.33
H9 1.931 1.578 -0.432  0.31

Cartesian forces, eV/Å:
C 1.7634 -1.3754 -0.6381
N -1.8488 -0.0092 0.8659
C 0.3372 1.3256 -0.1541
C -2.7303 -1.4009 0.1241
N -0.3761 -2.7986 0.6125
C 2.9550 1.9528 -1.5116
H 0.5298 1.1727 0.0737
H 0.1995 0.0319 -0.0224
H 0.3729 -0.6025 -0.5162
H 0.8293 0.1474 -0.0816
H -0.3230 2.5562 -1.0734
H 0.0017 1.2808 1.4030
H 0.2938 -0.0668 -1.6967
H -1.9812 -0.4112 1.1762
H -0.0231 -1.8028 1.4389

Computed properties:
E_LUMO	-0.130	hartree
spin multiplicity	1
max |F|	3.9	eV Å⁻¹
total energy	-266.9688	hartree
energy above the lowest of the compared OMol25 structures with the same formula, charge and spin	3.551	eV
total charge	+1
HOMO energy	-12.74	eV
gap between HOMO and LUMO	9.213	eV

No. 3
Density functional theory data (the ωB97M-V functional and the def2-TZVPD basis) for a structure of composition C19H28N2O4.

Each line ends with the Mulliken charge.
Cartesian coordinates (Å):
C1 1.685 -4.087 -2.365  -1.91
C2 1.030 -4.328 -1.054  0.75
C3 -0.149 -5.352 -1.041  -1.42
H1 -0.903 -5.098 -1.748  0.34
H2 0.246 -6.458 -1.737  0.27
H3 -0.355 -5.776 -0.132  0.49
H4 2.051 -4.909 -0.378  0.24
O1 0.419 -3.287 -0.501  -0.11
C4 0.384 -3.212 0.850  0.08
O2 0.827 -3.980 1.580  -0.52
C5 -0.115 -1.886 1.481  -0.65
C6 -0.607 -0.882 0.617  0.60
C7 -0.911 0.207 1.265  1.07
C8 -1.382 1.582 1.471  -0.33
C9 -1.692 2.218 2.485  -0.21
C10 -1.215 1.642 3.841  -0.56
C11 -0.783 0.428 3.811  -0.86
C12 -0.559 -0.346 2.766  -0.36
N1 -0.283 -1.469 2.673  0.29
H5 0.184 -2.222 3.441  0.43
H6 -0.789 -0.100 4.878  0.13
H7 -1.425 2.214 4.854  0.26
H8 -1.937 3.285 2.596  0.39
O3 -1.428 2.194 0.332  -0.66
C13 -2.591 1.577 -0.785  -0.85
C14 -1.802 2.113 -2.226  -0.39
O4 -1.916 3.384 -2.625  -0.61
H9 -1.365 3.913 -1.896  0.48
C15 -0.171 1.611 -2.422  -0.17
N2 0.609 2.636 -1.706  -0.04
H10 0.115 2.626 -0.653  0.46
C16 1.877 2.331 -1.761  0.93
C17 2.387 1.089 -1.011  -1.37
H11 2.084 0.167 -1.764  0.08
H12 1.999 0.925 -0.103  0.43
H13 3.415 1.063 -0.781  0.52
C18 2.403 3.538 -0.940  -1.60
H14 2.492 4.538 -1.178  0.46
H15 3.647 3.479 -0.811  0.30
H16 2.248 3.415 0.328  0.17
C19 2.680 2.561 -3.144  -1.42
H17 3.797 2.435 -2.926  0.37
H18 2.281 1.492 -3.709  0.22
H19 2.210 3.290 -3.725  0.48
H20 -0.221 0.504 -2.151  0.02
H21 -0.071 1.947 -3.601  0.40
H22 -2.311 1.572 -3.061  0.57
H23 -2.196 0.632 -0.893  0.35
H24 -3.481 1.954 -0.727  0.52
H25 -0.453 -0.839 -0.414  0.59
H26 2.317 -3.364 -2.289  0.49
H27 0.757 -3.762 -3.026  0.26
H28 1.913 -4.871 -2.848  0.59

Cartesian forces, eV/Å:
C -9.2870 2.7556 1.0148
C 2.6169 -7.1641 1.4162
C 4.3223 -3.8057 -5.5014
H -1.0876 0.7705 0.2127
H -0.8079 3.0257 2.1390
H -0.9956 -0.4202 2.2852
H -3.2438 2.0781 -1.1954
O -0.5044 4.5691 1.8337
C -1.6451 5.5313 0.0908
O 2.1421 -4.7412 3.1193
C -0.7956 -2.4644 -9.8995
C 1.7660 -2.0993 -2.2352
C 0.0219 2.2343 10.2498
C 1.6343 -6.0724 -6.9961
C 0.6104 3.5670 11.2885
C -3.4283 5.0346 -0.8775
C 0.3368 -2.3217 7.8067
C -5.1196 13.2466 -4.5005
N 6.5705 -16.2495 5.5128
H -1.9017 2.9273 -2.0017
H 0.7019 0.9067 -2.0632
H 0.4529 -1.2599 -2.4381
H -0.1639 -0.6728 -0.9876
O -3.4985 2.0951 -6.2116
C 10.7855 2.3307 -2.3804
C 0.3312 -3.7753 -0.2843
O 1.3957 3.9020 3.1254
H -1.5072 -1.1596 -2.5452
C -4.4834 2.3732 -1.8632
N -8.9709 -2.1343 1.5724
H 2.1854 0.0832 -3.1047
C 8.6813 3.3088 2.0920
C -0.6386 -2.1135 -5.9037
H 1.0199 1.7887 2.1553
H -2.4254 -0.3812 3.2661
H 1.5613 0.1531 -0.6223
C 5.9474 -2.5971 5.9396
H -1.4996 2.1697 -1.1866
H -2.5695 -0.5302 -0.4692
H -0.3874 0.4810 -3.5646
C -1.6417 -6.6926 1.0268
H -1.7845 0.7637 -0.7380
H 1.6292 2.7457 0.8995
H 0.1127 1.7015 -0.7225
H 0.9700 1.3381 -0.4691
H -0.0306 -1.8256 2.7826
H 0.0249 -0.2963 0.8709
H -0.7034 -2.5551 0.6313
H -5.1437 1.7699 1.1461
H -0.1014 -0.8503 -1.6814
H 4.2300 4.3556 0.0417
H 1.7752 0.1914 0.7841
H 2.5407 -6.0157 -2.8603

Computed properties:
E_LUMO	0.020	hartree
spin multiplicity	1
max |F|	18.4	eV Å⁻¹
total energy	-1150.6587	hartree
energy above the lowest of the compared OMol25 structures with the same formula, charge and spin	18.419	eV
HOMO energy	-7.82	eV
gap between HOMO and LUMO	8.371	eV